C4H14N3 | the ωB97M-V functional and the def2-TZVPD basis

```
21
Properties=species:S:1:pos:R:3:forces:R:3
C 2.3036 -0.6647 0.0860 -3.4 -1.5 1.6
C -2.1512 -0.9878 0.0306 -0.3 3.1 -0.7
C 1.3906 0.5252 0.4153 0.8 -3.0 -4.3
C -0.8134 -0.5886 0.6161 -1.5 -0.4 -0.3
N 0.0325 0.0841 -1.5996 0.3 -0.9 3.3
N -0.5913 2.1461 0.2735 1.7 -0.5 -1.9
N 0.0766 0.2084 -0.2297 -1.4 3.7 1.2
H 2.1375 -0.9893 -0.8854 -0.6 -0.9 -1.9
H 3.2131 -0.2707 -0.0104 4.2 0.9 0.7
H 2.1177 -1.5390 0.7735 0.8 1.0 -0.6
H -2.5111 -1.7038 0.7313 -0.9 -0.6 0.0
H -2.7391 -0.0392 0.0250 -0.3 -0.8 0.5
H -2.1990 -1.2422 -1.0248 0.4 -0.9 0.2
H 1.8817 1.3770 0.0202 -0.4 1.2 -0.3
H 1.3365 0.4671 1.4138 -1.0 0.8 3.6
H -0.3165 -1.4882 0.6686 1.6 -2.2 0.6
H -1.0547 -0.2621 1.6656 1.1 0.5 -1.2
H 0.8863 0.4480 -1.9339 0.4 0.7 -1.4
H -0.8761 0.1724 -2.0114 0.0 0.3 -0.4
H -1.4281 2.2478 -0.2902 -0.6 -0.2 0.6
H -0.6956 2.0997 1.2658 -0.9 -0.2 0.7
```
Forces are in eV/Å.

Calculated values
Relative energy (zero: lowest compared OMol25 entry of this formula, charge and spin): 608.2 kJ/mol
Net charge: +1
LUMO (spin up / spin down): -4.8 / -5.3 eV
Gap between HOMO and LUMO (spin up / spin down): 9.1906 / 9.5220 eV
Highest occupied orbital energy (spin up / spin down): -13.943 / -14.779 eV

---

C4H14N3O | the ωB97M-V functional and the def2-TZVPD basis

```
22
Properties=species:S:1:pos:R:3:forces:R:3
C 0.0828 -1.8459 -0.3215 0.2 -0.2 -0.2
C 1.1973 -1.1433 0.4117 0.5 0.1 -0.1
C 0.8614 0.2424 0.9266 -0.1 0.6 -0.2
N 1.0368 2.2391 -2.1685 -0.1 0.0 -0.4
C 1.2117 1.3719 -1.2769 0.1 0.0 0.9
N 0.4476 1.1630 -0.1326 -0.4 -0.5 0.1
N -1.2020 -2.0369 0.4659 0.2 0.6 -0.2
H 0.3859 -2.8267 -0.6656 0.1 -0.2 0.1
H -0.1862 -1.2993 -1.2195 -0.2 0.3 0.1
H 1.6344 -1.7429 1.2056 -0.2 -0.2 0.3
H 2.0191 -1.0419 -0.3024 -0.1 -0.2 -0.1
H 0.0368 0.1975 1.6420 0.1 0.1 0.0
H 1.7168 0.6490 1.4614 0.2 -0.2 0.2
H 0.1995 2.7962 -1.9973 0.0 0.1 0.0
H 2.0600 0.6951 -1.3147 0.2 0.0 -0.4
H -0.0789 1.9531 0.2038 -0.1 0.1 -0.2
H -1.4074 -1.2465 1.0972 -0.1 0.2 -0.3
H -1.9383 -2.0250 -0.2369 -0.4 -0.3 0.3
H -1.2452 -2.8878 1.0238 0.1 -0.2 -0.2
H -3.0730 0.8671 0.7594 0.0 0.1 0.2
H -2.4338 0.8473 2.1850 -0.3 0.2 0.0
O -2.4874 0.3795 1.3468 0.3 -0.4 0.0
```
Forces are in eV/Å.

Calculated values
Relative energy (zero: lowest compared OMol25 entry of this formula, charge and spin): 181.8 kJ/mol
Net charge: +1
LUMO: -3.5 eV
Gap between HOMO and LUMO: 8.8487 eV
Highest occupied orbital energy: -12.321 eV

---

C4H14N3O | the ωB97M-V functional and the def2-TZVPD basis

```
22
Properties=species:S:1:pos:R:3:forces:R:3
C -0.4738 0.9456 1.8887 1.3 -1.4 1.1
C 0.8502 0.2898 1.4639 -1.4 -1.2 -0.9
C 0.5967 -0.9064 0.4113 1.4 0.2 0.3
N 2.4557 -1.5537 -1.8501 -0.6 -0.3 0.9
C 1.6248 -0.5310 -1.7505 0.9 0.1 -0.1
N 0.6399 -0.3903 -0.9026 -1.3 -0.5 -0.6
N -1.2829 1.4235 0.7379 0.6 -0.2 0.1
H -0.2307 1.6469 2.6866 -0.2 1.1 -0.8
H -1.0272 0.2283 2.5019 -0.4 -0.2 -0.7
H 1.5545 0.9700 0.9921 0.2 0.1 0.5
H 1.2209 -0.2850 2.3075 0.5 0.6 0.2
H 1.4632 -1.5770 0.5289 -0.1 0.0 0.2
H -0.3224 -1.4381 0.6506 -0.2 0.2 -0.3
H 3.4278 -1.4573 -2.1215 -0.2 0.1 -1.0
H 2.1960 -2.4611 -1.4789 0.2 0.0 0.3
H 1.7422 0.2541 -2.4974 0.4 0.4 0.3
H -0.6905 1.8393 0.0164 0.0 0.9 0.4
H -2.0108 2.0496 1.0915 -0.2 0.0 -0.7
H -1.6624 0.6464 0.1783 -1.0 -0.1 0.4
H -2.8178 0.3276 -2.1146 0.0 0.2 0.2
H -4.0088 -0.2808 -1.4928 -0.2 0.0 0.5
O -3.2447 0.2594 -1.2472 0.5 -0.2 -0.6
```
Forces are in eV/Å.

Calculated values
Relative energy (zero: lowest compared OMol25 entry of this formula, charge and spin): 118.8 kJ/mol
Net charge: +2
LUMO (spin up / spin down): -7.6 / -11.6 eV
Gap between HOMO and LUMO (spin up / spin down): 10.9534 / 6.9001 eV
Spin multiplicity: 2
Highest occupied orbital energy (spin up / spin down): -18.543 / -18.541 eV

---

C4H14N3S | the ωB97M-V functional and the def2-TZVPD basis

```
22
Properties=species:S:1:pos:R:3:forces:R:3
C -0.7890 -1.7030 -2.3889 0.1 0.5 -0.8
C 0.3138 -1.7677 -0.2394 0.6 1.3 0.0
N 0.3059 -1.2819 -1.4955 -0.2 -1.4 -0.4
N -0.8386 -1.9566 0.3828 0.2 -0.3 -0.1
N 1.4744 -1.8622 0.4040 -0.3 -0.4 0.2
H 1.2054 -1.3486 -1.9523 0.1 0.4 0.1
H -1.6698 -1.6567 -0.0982 -0.2 -0.2 0.3
H -0.8886 -2.4561 1.2579 -0.2 0.2 -0.1
H 2.3550 -1.8056 -0.0781 0.0 0.0 0.0
H 1.4831 -1.9547 1.4059 0.1 0.0 0.0
H -0.9773 -2.7688 -2.3542 -0.1 -0.2 0.3
H -0.4951 -1.4884 -3.4215 0.0 0.1 0.3
H -1.6986 -1.1351 -2.2066 0.0 0.0 0.1
C 0.0900 1.4047 0.4108 0.5 0.2 -0.1
C -0.0583 3.7473 1.9574 -0.3 0.4 0.3
S 0.4718 3.1694 0.3472 -0.2 -0.2 -0.1
H -0.8885 1.1243 0.8065 0.0 0.3 0.0
H 0.1813 1.0684 -0.6208 -0.1 0.0 0.0
H 0.8855 0.9323 0.9853 -0.1 -0.3 0.2
H 0.1076 3.0761 2.7988 0.2 -0.3 -0.2
H -1.1140 4.0309 1.9568 0.1 0.0 -0.1
H 0.5442 4.6319 2.1421 -0.1 0.2 0.1
```
Forces are in eV/Å.

Calculated values
Relative energy (zero: lowest compared OMol25 entry of this formula, charge and spin): 84.0 kJ/mol
Net charge: +1
LUMO: -3.2 eV
Gap between HOMO and LUMO: 7.8274 eV
Highest occupied orbital energy: -11.032 eV

---

C4H14N4 | the ωB97M-V functional and the def2-TZVPD basis

```
22
Properties=species:S:1:pos:R:3:forces:R:3
C -0.7802 0.4598 -1.0406 0.3 -0.2 -0.2
C -1.8420 -0.2645 -1.8716 -0.2 -0.1 0.2
N 2.0365 0.5921 -0.3358 1.0 0.1 -2.7
H 1.6250 1.2876 -0.9369 0.1 0.3 -0.2
H 2.2358 -0.2126 -0.9246 0.4 0.2 -0.3
H -0.0600 0.8209 -1.7824 0.1 0.0 0.4
H -1.2247 1.3438 -0.5695 -0.2 0.2 0.0
H -2.0644 0.3110 -2.7766 0.0 0.0 0.2
H -1.4952 -1.2548 -2.1864 0.0 0.2 0.1
H -2.7815 -0.3780 -1.3233 0.1 -0.1 -0.1
C -1.0321 -1.0170 0.8973 0.1 -0.3 0.1
C 1.0724 0.1100 0.5581 0.7 -0.1 -0.2
N 0.8654 1.1302 1.4894 -1.7 2.8 1.3
N 1.7877 -0.8842 1.2353 0.5 -2.6 1.3
N -0.1038 -0.3989 -0.0596 -1.7 -0.8 -0.7
H 0.0179 1.6167 1.2301 -0.2 0.5 0.3
H 1.3181 -0.9847 2.1272 0.1 -0.4 0.2
H 2.6723 -0.4450 1.4605 0.1 -0.2 0.1
H 1.6233 1.7851 1.3270 -0.1 0.2 0.5
H -1.1763 -0.4191 1.8045 0.1 0.1 0.0
H -2.0300 -1.1915 0.4876 0.3 0.2 -0.3
H -0.6641 -2.0067 1.1902 0.1 0.2 0.0
```
Forces are in eV/Å.

Calculated values
Relative energy (zero: lowest compared OMol25 entry of this formula, charge and spin): 97.2 kJ/mol
LUMO: 0.9 eV
Gap between HOMO and LUMO: 9.6127 eV
Highest occupied orbital energy: -8.664 eV
SMILES: CCN(C)C(N)(N)N

---

C4H14N4 | the ωB97M-V functional and the def2-TZVPD basis

```
22
Properties=species:S:1:pos:R:3:forces:R:3
C 1.0734 0.3100 1.6740 -0.1 0.0 -0.1
C 1.0067 -1.6783 0.1907 -0.3 -0.1 -0.2
C 0.4022 1.9245 -0.6369 0.1 -0.3 0.1
N 1.1918 -0.2296 0.3261 -0.3 0.5 -0.2
N 0.3219 0.4604 -0.6553 0.0 -0.3 0.0
H 0.7171 0.1160 -1.5270 0.0 0.0 0.0
H -0.3184 -1.8695 -0.9720 -0.4 0.4 0.0
H 0.4326 -2.0705 1.0462 0.0 0.1 0.1
H 1.8781 -0.1476 2.2472 0.0 0.0 0.0
H 1.2200 1.3934 1.7124 0.0 0.0 0.0
H 0.1272 0.0662 2.1793 0.0 0.0 0.0
H 1.9922 -2.1475 0.2278 0.0 0.0 0.0
H -0.1628 2.3191 0.2070 0.0 0.0 0.0
H 1.4415 2.2505 -0.5624 0.0 0.0 0.0
H -0.0295 2.3085 -1.5616 0.0 0.0 0.0
N -1.9805 -0.2362 0.4217 0.1 0.0 0.0
C -1.4323 -0.1985 -0.8544 0.2 -0.3 0.2
N -1.2635 -1.4218 -1.4496 0.6 0.0 0.3
H -1.9369 0.6269 0.9417 0.0 0.0 0.0
H -1.6537 -1.0225 0.9668 0.0 -0.1 -0.1
H -1.1904 -1.3647 -2.4578 0.0 0.0 0.1
H -1.8365 0.6112 -1.4638 0.1 0.0 0.0
```
Forces are in eV/Å.

Calculated values
Relative energy (zero: lowest compared OMol25 entry of this formula, charge and spin): 463.6 kJ/mol
LUMO: 0.6 eV
Gap between HOMO and LUMO: 7.0700 eV
Highest occupied orbital energy: -6.469 eV